(1)
C3H10NO2P | ωB97M-V/def2-TZVPD

## Properties
- ΔE to the lowest compared entry with this formula, charge and spin (kcal/mol) = 105.6
- structure (SMILES) = COP(C)(=N)OC
- E_tot (Eh) = -666.8281
- HOMO level (hartree) = -0.3326

Bonds (Å) are listed after each position.
Atoms and positions in Å:
1 C -2.17329 0.84977 -0.58385  O2 1.398, H8 1.206, H9 1.109, H10 1.109
2 O -1.09458 0.09428 -1.05149  C1 1.398, P3 2.086
3 P 0.30371 -0.61072 0.32627  O2 2.086, C4 1.810, N5 1.600, O6 1.572
4 C 0.70791 -2.32184 -0.10262  P3 1.810, H11 1.148, H12 1.050, H13 1.023
5 N -0.21513 -0.06983 1.73936  P3 1.600, H14 1.042
6 O 1.60351 0.12167 -0.16980  P3 1.572, C7 1.443
7 C 1.65396 1.56253 -0.11121  O6 1.443, H15 1.156, H16 1.155, H17 1.111
8 H -2.36092 0.27381 0.45878  C1 1.206
9 H -3.06558 0.75133 -1.23518  C1 1.109
10 H -1.92283 1.90393 -0.34644  C1 1.109
11 H 0.51293 -2.32611 -1.23383  C4 1.148
12 H 1.74609 -2.47502 -0.06395  C4 1.050
13 H 0.13886 -3.08945 0.26162  C4 1.023
14 H -0.92917 -0.53958 2.33532  N5 1.042
15 H 2.17326 1.95513 -1.06647  C7 1.156
16 H 2.28271 1.94198 0.77971  C7 1.155
17 H 0.63854 1.97812 0.06377  C7 1.111

Atomic partial charges in e from the Löwdin method, atoms 1 to 5: -0.26 -0.38 0.73 -0.14 -0.18

---

(2)
C3H10NO3 | ωB97M-V/def2-TZVPD

## Properties
- ΔE to the lowest compared entry with this formula, charge and spin (kcal/mol) = 65.5
- charge = -1
- E_tot (Eh) = -400.6831
- HOMO level (hartree) = -0.0768

Bonds (Å) are listed after each position.
Atoms and positions in Å:
1 N -0.11047 -0.22565 -1.45779  C2 1.523, H7 1.053, H8 1.024
2 C -0.08483 0.61131 -0.18551  N1 1.523, C3 1.546, C5 1.736, H9 1.028
3 C 1.34424 0.83923 0.35804  C2 1.546, O4 1.441, H10 1.103, H11 1.140
4 O 2.01440 1.67408 -0.60651  C3 1.441, H12 0.921
5 C -0.82571 -0.35330 1.05258  C2 1.736, O6 1.284, H13 1.130, H14 1.015
6 O -1.14487 0.50670 1.95154  C5 1.284
7 H -0.94595 0.04701 -2.03759  N1 1.053
8 H 0.64681 -0.02206 -2.11609  N1 1.024
9 H -0.68089 1.43601 -0.33449  C2 1.028
10 H 1.43822 1.54196 1.20275  C3 1.103
11 H 2.03822 -0.05122 0.19999  C3 1.140
12 H 1.56821 2.24519 -1.17534  O4 0.921
13 H -1.75542 -0.61245 0.46511  C5 1.130
14 H -0.29419 -1.18345 1.29447  C5 1.015
15 H -0.67509 -2.85363 0.27070  O17 1.039
16 H -0.62978 -1.81051 -0.79808  O17 1.024
17 O -1.18691 -2.64838 -0.60972  H15 1.039, H16 1.024

Atomic partial charges in e from the Löwdin method, atoms 1 to 5: -0.02 -0.28 -0.19 -0.15 -0.50

---

(3)
C3H10NO3 | ωB97M-V/def2-TZVPD

## Properties
- ΔE to the lowest compared entry with this formula, charge and spin (kcal/mol) = 90.7
- charge = +1
- E_tot (Eh) = -400.4401
- HOMO level (hartree) = -0.5206

Bonds (Å) are listed after each position.
Atoms and positions in Å:
1 O -0.13539 -2.39481 -0.83397  C2 1.228
2 C -0.88945 -1.46434 -1.10551  O1 1.228, C3 1.622, H7 1.101
3 C -0.51393 -0.02327 -0.46258  C2 1.622, C4 1.569, N6 1.602, H8 1.151
4 C 0.03361 0.68043 -1.75364  C3 1.569, O5 1.446, H9 1.111, H10 1.106
5 O -1.26402 0.81974 -2.37589  C4 1.446, H11 1.145
6 N 0.49159 -0.06203 0.78350  C3 1.602, H12 1.085, H13 1.093, H14 0.983
7 H -1.81410 -1.67179 -1.66563  C2 1.101
8 H -1.45728 0.47638 -0.03094  C3 1.151
9 H 0.74038 0.05871 -2.34461  C4 1.111
10 H 0.16425 1.75914 -1.54767  C4 1.106
11 H -1.08172 1.03017 -3.48621  O5 1.145
12 H 0.01420 0.70580 1.38315  N6 1.085
13 H 0.47453 -1.05092 1.24822  N6 1.093
14 H 1.44169 0.17530 0.70345  N6 0.983
15 H 0.53158 0.53561 4.12028  O17 1.008
16 H 2.06617 0.24687 3.91524  O17 0.986
17 O 1.19790 0.17900 3.45281  H15 1.008, H16 0.986

Atomic partial charges in e from the Löwdin method, atoms 1 to 5: 0.06 -0.14 -0.16 -0.21 -0.17

---

(4)
C3H10NO4 | ωB97M-V/def2-TZVPD

## Properties
- ΔE to the lowest compared entry with this formula, charge and spin (kcal/mol) = 7.7
- charge = -1
- E_tot (Eh) = -476.1234
- HOMO level (hartree) = -0.1753

Bonds (Å) are listed after each position.
Atoms and positions in Å:
1 C -0.44327 1.64012 0.50346  N2 1.431, C6 1.524, H7 1.098, H8 1.079
2 N -0.72236 0.82515 -0.63931  C1 1.431, C3 1.418, H9 1.001
3 C -1.34980 -0.44422 -0.55925  N2 1.418, O4 1.273, O5 1.249
4 O -1.42908 -0.95583 0.60406  C3 1.273
5 O -1.69120 -0.92985 -1.65841  C3 1.249
6 C 0.70329 2.60754 0.23240  C1 1.524, H10 1.101, H11 1.083, H12 1.082
7 H -1.32353 2.21192 0.82629  C1 1.098
8 H -0.19178 0.96692 1.30891  C1 1.079
9 H -0.81961 1.17323 -1.57292  N2 1.001
10 H 0.33979 3.54249 -0.22260  C6 1.101
11 H 1.39723 2.15376 -0.46440  C6 1.083
12 H 1.21756 2.93785 1.12521  C6 1.082
13 H 2.17371 -1.29930 0.20728  O15 0.983
14 H 2.40602 -0.16564 -0.76761  O15 0.966
15 O 2.85276 -0.94250 -0.40801  H13 0.983, H14 0.966
16 H 0.04085 -1.67599 1.00812  O18 0.989
17 H 0.89141 -1.04691 2.07797  O18 0.962
18 O 0.93145 -1.75700 1.43070  H16 0.989, H17 0.962

Atomic partial charges in e from the Löwdin method, atoms 1 to 5: -0.29 0.01 -0.76 -0.11 -0.07

---

(5)
C3H10NO4 | ωB97M-V/def2-TZVPD

## Properties
- ΔE to the lowest compared entry with this formula, charge and spin (kcal/mol) = 13.5
- charge = -1
- E_tot (Eh) = -476.1143
- HOMO level (hartree) = -0.1811

Bonds (Å) are listed after each position.
Atoms and positions in Å:
1 C 1.04550 -1.59303 0.93390  C2 1.540, N6 1.444, H7 1.087, H8 1.091
2 C -0.40994 -1.11305 1.08110  C1 1.540, C3 1.523, H9 1.085, H10 1.091
3 C -0.42858 0.40967 1.06089  C2 1.523, O4 1.285, O5 1.233
4 O -0.56757 0.96585 -0.08923  C3 1.285
5 O -0.28527 1.01850 2.12401  C3 1.233
6 N 1.72243 -1.21788 -0.28572  C1 1.444, H11 1.009, H12 1.014
7 H 1.57673 -1.29301 1.83365  C1 1.087
8 H 1.01702 -2.67920 1.02703  C1 1.091
9 H -1.07986 -1.60694 0.38551  C2 1.085
10 H -0.66308 -1.42145 2.09647  C2 1.091
11 H 2.07914 -0.27425 -0.26563  N6 1.009
12 H 1.05893 -1.31542 -1.04562  N6 1.014
13 H -1.67477 0.06042 -1.06082  O15 0.996
14 H -2.02572 -0.16420 -2.52115  O15 0.964
15 O -2.19688 -0.54703 -1.65321  H13 0.996, H14 0.964
16 H 0.81725 1.01709 -1.61072  O18 0.972
17 H 0.78635 2.46566 -1.37425  O18 0.965
18 O 1.14664 1.83815 -2.01256  H16 0.972, H17 0.965

Atomic partial charges in e from the Löwdin method, atoms 1 to 5: -0.30 -0.13 -0.70 -0.13 -0.03

---

(6)
C3H10NOP | ωB97M-V/def2-TZVPD

## Properties
- ΔE to the lowest compared entry with this formula, charge and spin (kcal/mol) = 36.4
- structure (SMILES) = CN(C)[P@H](C)=O
- E_tot (Eh) = -591.6246
- HOMO level (hartree) = -0.3295

Bonds (Å) are listed after each position.
Atoms and positions in Å:
1 C 1.54270 0.64050 -1.30231  N2 1.463, H7 1.092, H8 1.106, H9 1.137
2 N 0.41427 0.19766 -0.48383  C1 1.463, C3 1.371, P4 1.742
3 C -0.35476 -0.83784 -0.94987  N2 1.371, H10 1.139, H11 1.037, H12 1.256
4 P 0.79906 0.04519 1.20816  N2 1.742, C5 1.854, O6 1.444, H13 1.335
5 C -0.78964 -0.00433 2.16193  P4 1.854, H14 1.109, H15 1.119, H16 1.161
6 O 1.72195 1.04214 1.69899  P4 1.444
7 H 1.21602 0.66010 -2.34414  C1 1.092
8 H 1.69299 1.69001 -0.98868  C1 1.106
9 H 2.48386 0.13238 -0.91511  C1 1.137
10 H -1.35841 -0.81698 -0.41182  C3 1.139
11 H -0.44817 -0.67892 -1.97014  C3 1.037
12 H 0.20614 -1.90878 -0.61055  C3 1.256
13 H 1.29588 -1.19312 1.15809  P4 1.335
14 H -1.28305 0.88207 1.71375  C5 1.109
15 H -1.30096 -0.97035 1.92104  C5 1.119
16 H -0.76314 0.30389 3.28072  C5 1.161

Atomic partial charges in e from the Löwdin method, atoms 1 to 5: -0.11 -0.43 -0.21 0.58 -0.19

---

(7)
C3H10NOP | ωB97M-V/def2-TZVPD

## Properties
- ΔE to the lowest compared entry with this formula, charge and spin (kcal/mol) = 33.0
- structure (SMILES) = [H]/N=C\C.C[PH2]=O
- E_tot (Eh) = -591.6300
- HOMO level (hartree) = -0.3523

Bonds (Å) are listed after each position.
Atoms and positions in Å:
1 H 1.34042 1.32991 -0.40019  N2 1.021
2 N 0.97144 0.38314 -0.29759  H1 1.021, C3 1.255
3 C 1.82422 -0.50161 -0.04144  N2 1.255, C4 1.491, H5 1.085
4 C 3.29637 -0.31764 0.10609  C3 1.491, H6 1.089, H7 1.090, H8 1.086
5 H 1.43679 -1.50876 0.07014  C3 1.085
6 H 3.79606 -0.78631 -0.74080  C4 1.089
7 H 3.56209 0.73889 0.13103  C4 1.090
8 H 3.65074 -0.80445 1.01045  C4 1.086
9 C -3.36431 0.43937 0.10040  P10 1.832, H12 1.089, H13 1.087, H14 1.090
10 P -1.61661 -0.08649 -0.06363  C9 1.832, O11 1.463, H15 1.379, H16 1.374
11 O -1.51358 -1.54547 -0.03879  P10 1.463
12 H -3.90527 0.15194 -0.80053  C9 1.089
13 H -3.46574 1.50803 0.26820  C9 1.087
14 H -3.78865 -0.11306 0.93939  C9 1.090
15 H -1.01134 0.58118 0.98036  P10 1.379
16 H -1.21263 0.53132 -1.22308  P10 1.374

Atomic partial charges in e from the Löwdin method, atoms 1 to 5: 0.07 0.01 -0.28 -0.08 0.11

---

(8)
C3H10NOPS | ωB97M-V/def2-TZVPD

## Properties
- ΔE to the lowest compared entry with this formula, charge and spin (kcal/mol) = 24.2
- structure (SMILES) = CN[P@@](C)(=O)SC
- E_tot (Eh) = -989.8593
- HOMO level (hartree) = -0.3277

Bonds (Å) are listed after each position.
Atoms and positions in Å:
1 C 2.40315 1.19498 -0.72007  N2 1.468, H8 1.070, H9 1.041, H10 1.137
2 N 1.35840 0.17843 -0.89098  C1 1.468, P3 1.644, H11 1.058
3 P 0.14341 -0.01048 0.20011  N2 1.644, C4 1.825, O5 1.441, S6 2.266
4 C -0.25418 -1.79117 0.15912  P3 1.825, H12 1.122, H13 1.130, H14 1.044
5 O 0.57657 0.31128 1.53586  P3 1.441
6 S -1.63955 1.17310 -0.54550  P3 2.266, C7 1.816
7 C -2.73672 0.45004 0.70740  S6 1.816, H15 1.131, H16 1.119, H17 1.025
8 H 3.36951 0.80662 -0.96702  C1 1.070
9 H 2.31872 2.04486 -1.31532  C1 1.041
10 H 2.50238 1.38785 0.39613  C1 1.137
11 H 1.29576 -0.27097 -1.84695  N2 1.058
12 H -0.80301 -2.02199 1.11038  C4 1.122
13 H -0.57895 -2.26813 -0.81191  C4 1.130
14 H 0.71496 -2.13974 0.33300  C4 1.044
15 H -2.06969 -0.36919 1.11172  C7 1.131
16 H -3.63852 0.20846 0.09022  C7 1.119
17 H -2.96223 1.11607 1.45380  C7 1.025

Atomic partial charges in e from the Löwdin method, atoms 1 to 5: -0.14 -0.23 0.29 -0.19 -0.33